[1]
{
  "formula": "C24H58O26S7",
  "method": "ωB97M-V/def2-TZVPD",
  "relative_energy_ev": 6.411,
  "smiles": "CC(=O)OC[C@@]1(COO)COS(=O)(=O)O1.CCOS(C)(=O)=O.CCOS(C)(=O)=O.CCOS(C)(=O)=O.CCOS(C)(=O)=O.CCOS(C)(=O)=O.CCOS(C)(=O)=O",
  "lumo_ev": 0.021,
  "e_homo_ha": -0.3866,
  "species": ["C", "C", "O", "O", "C", "C", "C", "O", "O", "C", "O", "S", "O", "O", "O", "H", "H", "H", "H", "H", "H", "H", "H", "H", "H", "C", "C", "O", "S", "C", "O", "O", "H", "H", "H", "H", "H", "H", "H", "H", "C", "C", "O", "S", "C", "O", "O", "H", "H", "H", "H", "H", "H", "H", "H", "C", "C", "O", "S", "C", "O", "O", "H", "H", "H", "H", "H", "H", "H", "H", "C", "C", "O", "S", "C", "O", "O", "H", "H", "H", "H", "H", "H", "H", "H", "C", "C", "O", "S", "C", "O", "O", "H", "H", "H", "H", "H", "H", "H", "H", "C", "C", "O", "S", "C", "O", "O", "H", "H", "H", "H", "H", "H", "H", "H"],
  "xyz": [[-1.29065, 0.99714, -3.23999], [-1.42956, 2.43974, -2.47069], [-2.52138, 3.18571, -2.79885], [-0.52931, 2.97594, -1.43846], [0.87872, 2.97529, -1.86303], [1.77216, 2.74867, -0.46751], [3.02415, 1.67190, -0.55280], [4.23947, 2.22025, 0.08141], [5.01862, 1.17341, 0.24153], [1.98027, 4.12765, 0.42252], [2.01615, 3.63877, 1.84098], [0.85761, 2.39634, 1.99411], [-0.59693, 2.75882, 2.42870], [1.51594, 1.12038, 2.62953], [0.77754, 1.97248, 0.34453], [-2.16217, 0.30726, -2.80883], [-0.27745, 0.43721, -3.06912], [-1.50885, 1.19945, -4.39092], [1.18544, 2.09886, -2.57560], [1.25778, 3.98799, -2.32270], [2.69238, 0.69131, 0.04166], [3.17958, 1.32553, -1.67119], [4.62936, 0.69009, 1.04170], [1.03307, 4.84788, 0.47738], [2.98786, 4.71951, 0.29998], [-3.54298, -2.76270, 3.14140], [-4.53164, -1.77510, 2.55109], [-3.93088, -0.50770, 2.33104], [-2.96262, -0.31599, 1.03339], [-2.87341, 1.45634, 1.08306], [-3.68610, -0.70911, -0.15634], [-1.65359, -0.84746, 1.34853], [-2.75884, -3.01300, 2.42011], [-4.04663, -3.69072, 3.42775], [-3.04893, -2.33908, 4.02158], [-4.97483, -2.16197, 1.62759], [-5.35039, -1.62162, 3.26238], [-3.86749, 1.86628, 0.89804], [-2.18214, 1.78149, 0.30250], [-2.50054, 1.76460, 2.06179], [5.38606, -3.40412, -1.29051], [4.38027, -4.52544, -1.11079], [3.12733, -4.03193, -0.66109], [2.13683, -3.31456, -1.73927], [0.67900, -3.30075, -0.72628], [1.91886, -4.21514, -2.85052], [2.57184, -1.94731, -1.93099], [5.09881, -2.74684, -2.11709], [6.37970, -3.80637, -1.50902], [5.44254, -2.78456, -0.38983], [4.26299, -5.10423, -2.03284], [4.74723, -5.21399, -0.34198], [0.37270, -4.32986, -0.53245], [-0.10584, -2.77196, -1.27149], [0.90090, -2.77783, 0.20608], [0.47018, 4.67680, 5.33988], [1.31818, 3.44913, 5.61373], [2.35124, 3.72921, 6.54647], [1.97166, 3.82169, 8.12937], [3.63121, 3.77828, 8.75836], [1.29606, 2.60451, 8.52364], [1.41641, 5.13128, 8.39772], [-0.10489, 4.96323, 6.22590], [-0.23609, 4.48612, 4.52643], [1.09913, 5.53194, 5.07268], [0.70255, 2.61010, 5.95426], [1.80390, 3.13624, 4.68313], [4.07704, 2.81265, 8.51493], [3.58499, 3.90786, 9.84183], [4.20091, 4.59479, 8.31032], [-0.94460, 9.65753, 3.07474], [-2.21193, 9.25870, 2.34258], [-1.92376, 8.47108, 1.19704], [-1.54687, 6.89840, 1.40400], [-1.69921, 6.40827, -0.29546], [-2.59761, 6.25848, 2.16547], [-0.15334, 6.80117, 1.78345], [-0.45872, 8.78563, 3.52360], [-1.16740, 10.36899, 3.87541], [-0.22395, 10.11007, 2.38618], [-2.90734, 8.73775, 3.00887], [-2.71947, 10.16287, 1.98943], [-2.73811, 6.52773, -0.60671], [-1.40261, 5.35995, -0.37227], [-1.03649, 7.02755, -0.90312], [0.07227, -7.33368, -3.50807], [-1.17525, -7.96889, -2.92372], [-0.85490, -8.88363, -1.88628], [-0.46514, -8.29436, -0.41692], [-0.57704, -9.82623, 0.47326], [-1.52428, -7.41858, 0.03546], [0.92125, -7.87855, -0.43648], [0.55832, -6.67812, -2.77885], [-0.17478, -6.73380, -4.38897], [0.80196, -8.09894, -3.79122], [-1.87850, -7.20817, -2.56920], [-1.68529, -8.53984, -3.70713], [-1.61054, -10.17514, 0.44916], [-0.26744, -9.64095, 1.50412], [0.09125, -10.55455, 0.00964], [-2.71538, -2.23156, -8.17649], [-1.86738, -3.45923, -7.90263], [-0.83432, -3.17915, -6.96990], [-1.21390, -3.08667, -5.38700], [0.44564, -3.13008, -4.75801], [-1.88950, -4.30385, -4.99272], [-1.76915, -1.77708, -5.11865], [-3.29046, -1.94513, -7.29047], [-3.42165, -2.42224, -8.98994], [-2.08643, -1.37642, -8.44369], [-2.48301, -4.29826, -7.56211], [-1.38166, -3.77212, -8.83323], [0.89147, -4.09571, -5.00143], [0.39943, -3.00050, -3.67453], [1.01535, -2.31357, -5.20605]]
}


[2]
{
  "formula": "C24H58P2PtSi4",
  "method": "ωB97M-V/def2-TZVPD",
  "relative_energy_ev": 0.928,
  "charge": 2,
  "multiplicity": 5,
  "s2": 6.012,
  "lumo_ev": [-5.157, -9.647],
  "e_homo_ha": [-0.4357, -0.4899],
  "species": ["P", "P", "C", "C", "H", "H", "H", "H", "C", "H", "H", "H", "C", "H", "H", "H", "C", "H", "H", "H", "C", "H", "H", "H", "Pt", "C", "C", "C", "C", "C", "C", "C", "C", "C", "H", "H", "H", "H", "H", "H", "H", "H", "H", "H", "H", "H", "H", "H", "H", "C", "Si", "C", "C", "Si", "Si", "C", "C", "C", "Si", "C", "C", "C", "H", "H", "H", "H", "H", "H", "H", "H", "H", "H", "H", "H", "H", "H", "H", "H", "H", "H", "H", "H", "H", "H", "H", "H", "H", "H", "H"],
  "xyz": [[1.24136, -0.84442, -2.80228], [1.32570, 1.83423, -1.73880], [1.54405, 0.46753, -4.12224], [2.12724, 1.66735, -3.42417], [0.59925, 0.70689, -4.61883], [2.23060, 0.07507, -4.88829], [3.19523, 1.57388, -3.21665], [1.97639, 2.59627, -3.98947], [-0.45010, 1.90182, -2.16733], [-0.94013, 2.52790, -1.42165], [-0.91892, 0.90221, -2.10393], [-0.55384, 2.27892, -3.18626], [1.89977, 3.51593, -1.43970], [1.73483, 4.13227, -2.34607], [2.98242, 3.53550, -1.24113], [1.37864, 3.99071, -0.61125], [-0.30041, -1.51959, -3.55722], [-0.51451, -2.51090, -3.14209], [-0.18680, -1.62679, -4.64960], [-1.17605, -0.87575, -3.36041], [2.52694, -2.08263, -3.19679], [3.26103, -2.09865, -2.38141], [3.01836, -1.84123, -4.15423], [2.06302, -3.07974, -3.26876], [1.27929, -0.06129, -0.85322], [-3.35839, -2.20229, -1.68861], [-3.82457, -2.32037, -2.94417], [-3.69164, -3.50723, -3.84412], [-3.29702, -4.79459, -3.09257], [-1.82544, -4.96520, -3.03784], [-0.96102, -4.49706, -2.12084], [-1.25795, -3.64012, -0.94313], [-2.70669, -3.15800, -0.71420], [1.88938, -1.57510, 0.44187], [-3.61221, -1.22996, -1.22202], [-4.29083, -1.43156, -3.41881], [-2.93328, -3.25536, -4.60749], [-4.60899, -3.69421, -4.41514], [-3.78470, -4.87117, -2.12104], [-3.68062, -5.62674, -3.69493], [-1.39043, -5.51251, -3.89151], [0.03354, -4.96736, -2.12386], [-0.55107, -2.79266, -0.93316], [-1.02288, -4.24464, -0.04419], [-3.31121, -4.04332, -0.46323], [-2.64054, -2.58065, 0.21535], [2.36523, -1.17904, 1.34951], [2.59357, -2.20023, -0.11724], [0.99158, -2.15426, 0.70019], [4.07273, 1.16740, 1.88324], [2.51060, 2.09932, 2.37519], [2.69887, 2.53413, 4.21153], [2.64052, 3.81179, 1.59996], [0.65351, 0.90756, 1.55567], [0.07855, -0.05777, 3.70046], [-0.33345, 1.12915, 5.13789], [-1.42368, -1.17890, 3.48453], [1.51087, -1.04281, 4.44197], [-1.28333, 2.32547, 1.71448], [-2.06520, 3.02209, 3.31837], [-0.97445, 3.98000, 0.84653], [-2.66132, 1.27889, 0.94281], [4.63841, 1.79971, 1.18268], [3.89933, 0.20290, 1.39305], [4.67701, 0.99841, 2.78699], [3.77263, 2.70973, 4.37402], [2.16502, 3.47014, 4.43081], [2.37292, 1.77107, 4.92510], [3.24264, 3.75342, 0.68693], [1.67139, 4.27397, 1.37144], [3.16983, 4.48066, 2.29385], [-1.40514, 1.35213, 5.19101], [-0.05938, 0.61682, 6.07278], [0.21903, 2.07636, 5.10672], [-1.18461, -2.04409, 2.85024], [-1.70205, -1.55984, 4.47981], [-2.29769, -0.66599, 3.06239], [1.43981, -2.09640, 4.14184], [2.50741, -0.66890, 4.17974], [1.41391, -1.00223, 5.53722], [-1.31568, 3.38465, 4.03324], [-2.69631, 3.88281, 3.04073], [-2.71256, 2.29282, 3.82238], [-0.66742, 3.92135, -0.20062], [-1.92330, 4.53796, 0.88255], [-0.24087, 4.58231, 1.39690], [-2.85733, 1.61049, -0.08571], [-2.43064, 0.20348, 0.92100], [-3.58773, 1.41808, 1.52325]]
}


[3]
{
  "formula": "C24H60BCdF4K2N4O4S",
  "method": "ωB97M-V/def2-TZVPD",
  "multiplicity": 2,
  "s2": 0.750,
  "lumo_ev": [0.189, 0.261],
  "e_homo_ha": [-0.1051, -0.3147],
  "species": ["K", "K", "Cd", "S", "O", "O", "O", "O", "B", "F", "F", "F", "F", "C", "C", "N", "C", "C", "C", "C", "H", "H", "H", "H", "H", "H", "H", "H", "H", "H", "H", "H", "H", "H", "H", "C", "C", "N", "C", "C", "C", "C", "H", "H", "H", "H", "H", "H", "H", "H", "H", "H", "H", "H", "H", "H", "H", "C", "C", "N", "C", "C", "C", "C", "H", "H", "H", "H", "H", "H", "H", "H", "H", "H", "H", "H", "H", "H", "H", "C", "C", "N", "C", "C", "C", "C", "H", "H", "H", "H", "H", "H", "H", "H", "H", "H", "H", "H", "H", "H", "H"],
  "xyz": [[-7.56315, 8.77495, -5.82155], [-6.95095, 5.03633, -4.76704], [-12.34892, 6.96560, -3.09406], [-10.02402, 7.55009, -3.97083], [-8.91622, 6.64323, -4.32337], [-9.63084, 8.89979, -4.25277], [-11.23835, 7.17734, -4.63493], [-10.53347, 7.41023, -2.61558], [-13.22728, 4.99235, -2.46168], [-12.05015, 4.87011, -3.06890], [-13.04057, 5.82293, -1.41733], [-14.00571, 5.62972, -3.36927], [-13.81496, 3.81410, -2.05103], [-7.26768, 9.96225, -9.30192], [-7.95663, 8.62808, -9.37039], [-8.92340, 8.39816, -8.28232], [-10.21176, 9.21810, -8.52630], [-11.09438, 9.31187, -7.25848], [-9.14599, 6.99871, -7.95748], [-9.80234, 6.19122, -9.07582], [-8.05979, 10.70633, -9.38558], [-6.52391, 10.11757, -10.08345], [-6.73413, 10.15236, -8.37064], [-8.56452, 8.42995, -10.25318], [-7.18377, 7.85950, -9.36318], [-9.92229, 10.24421, -8.75300], [-10.84048, 8.92701, -9.36776], [-11.44033, 8.35554, -6.86626], [-10.55047, 9.74742, -6.42029], [-11.99073, 9.88498, -7.49557], [-9.77419, 6.98672, -7.06680], [-8.22032, 6.53205, -7.62061], [-9.33651, 6.12223, -10.05884], [-10.74480, 6.69592, -9.28825], [-9.86185, 5.15546, -8.74151], [-14.04766, 8.30289, -5.38896], [-13.40097, 9.28526, -4.41412], [-13.44112, 8.69978, -3.03117], [-12.60615, 9.59875, -2.24279], [-12.41169, 9.10087, -0.81092], [-14.82003, 8.44905, -2.47113], [-15.65547, 9.74544, -2.42106], [-13.59242, 7.31326, -5.42754], [-13.82389, 8.67850, -6.38744], [-15.13308, 8.22545, -5.32593], [-12.40582, 9.50261, -4.80213], [-13.94042, 10.23199, -4.44236], [-13.02861, 10.60354, -2.23725], [-11.58577, 9.65852, -2.62141], [-11.61929, 9.64530, -0.29729], [-12.11655, 8.05163, -0.82040], [-13.27026, 9.26605, -0.16002], [-15.38360, 7.65196, -2.95603], [-14.60445, 8.18552, -1.43567], [-16.58222, 9.55126, -1.88112], [-15.14270, 10.46076, -1.77804], [-15.84519, 10.19679, -3.39491], [-10.15469, 3.32722, -5.01126], [-9.24760, 2.05219, -5.11618], [-7.91402, 2.34435, -5.64782], [-7.97685, 2.53822, -7.14621], [-6.79562, 3.27305, -7.78328], [-6.96984, 1.23248, -5.32863], [-6.41422, 1.34544, -3.90544], [-10.34841, 3.84538, -5.95045], [-9.75331, 4.04348, -4.29434], [-11.13831, 3.04290, -4.63743], [-9.14551, 1.64559, -4.11002], [-9.72918, 1.26181, -5.69192], [-8.13270, 1.56788, -7.61762], [-8.83030, 3.17307, -7.38429], [-6.65823, 4.33082, -7.55889], [-5.86442, 2.76313, -7.53641], [-6.81414, 3.23760, -8.87254], [-6.15887, 1.12686, -6.04924], [-7.47781, 0.26911, -5.37295], [-7.21438, 1.39325, -3.16682], [-5.67601, 2.12820, -3.73098], [-5.80482, 0.45067, -3.77859], [-4.34079, 4.82269, -2.31733], [-5.20480, 5.53577, -1.34193], [-6.62132, 5.36469, -1.67915], [-7.44560, 6.55288, -1.53775], [-6.84457, 7.81272, -2.16922], [-7.15226, 4.23323, -0.95204], [-8.43636, 3.71027, -1.68951], [-3.39847, 5.37027, -2.33432], [-4.73305, 4.96277, -3.32461], [-4.28507, 3.78601, -1.98523], [-4.99101, 5.15059, -0.34491], [-4.92969, 6.59019, -1.36655], [-8.43141, 6.31694, -1.93852], [-7.47910, 6.73684, -0.46390], [-6.06118, 8.28282, -1.57474], [-6.48604, 7.68987, -3.19122], [-7.60818, 8.58979, -2.20333], [-7.33872, 4.45249, 0.09928], [-6.48353, 3.37308, -0.98393], [-9.25746, 4.42664, -1.71623], [-8.77118, 2.87861, -1.06955], [-8.25477, 3.29509, -2.68086]]
}